(1)
Entry from the OMol25 dataset: C22H30ClPPd as an isolated structure at a distorted geometry (the ωB97M-V functional and the def2-TZVPD basis).

```
55
Properties=species:S:1:pos:R:3:nbo_charge:R:1
C 3.20260 -4.08612 -3.62321 0.04
C 2.15492 -5.04929 -4.18269 -0.63
C 4.06733 -3.53562 -4.75797 -0.63
C 4.08093 -4.80873 -2.60095 -0.63
Cl 2.35625 -2.70754 -2.80632 -0.16
H 4.57836 -4.36603 -5.25526 0.23
H 4.82613 -2.84977 -4.37086 0.22
H 3.45248 -3.01868 -5.50001 0.22
H 2.66234 -5.88235 -4.67917 0.23
H 1.51901 -4.54872 -4.91818 0.22
H 1.53382 -5.45681 -3.38007 0.22
H 4.59271 -5.64160 -3.09353 0.23
H 3.47588 -5.21409 -1.78508 0.22
H 4.83946 -4.13473 -2.19312 0.22
C -1.63104 2.35280 -1.69950 -0.23
C -0.31999 2.46496 -2.26254 -0.13
C 0.08882 1.19185 -2.75317 -0.17
H 0.24922 3.37995 -2.37095 0.26
C -0.91329 0.24594 -2.43794 -0.12
C -1.98710 0.93844 -1.74424 -0.26
H -2.90976 0.52566 -1.38661 0.27
H -2.31937 3.14655 -1.39323 0.28
H 1.00037 0.97728 -3.30952 0.28
H -0.91051 -0.79629 -2.71262 0.28
C 1.01600 1.05243 1.63349 -0.21
C 0.79908 2.41030 1.16783 -0.26
C 1.52235 2.54492 -0.06700 -0.13
H 0.30040 3.20446 1.71814 0.27
C 2.21707 1.32338 -0.31820 -0.15
C 1.91377 0.41404 0.72558 -0.12
H 2.31752 -0.58293 0.82822 0.28
H 0.63092 0.64788 2.56760 0.29
H 1.62648 3.46445 -0.62215 0.26
H 2.89170 1.13960 -1.15476 0.27
Pd -0.62754 1.17771 -0.01254 0.62
C -3.83086 0.23066 1.44596 -0.95
P -2.31701 1.21905 1.62202 0.92
C -2.68757 2.99156 1.39073 -0.95
C -1.97899 1.24779 3.44985 -0.28
C -1.43278 2.36851 4.10460 -0.25
C -1.61010 2.56396 5.47376 -0.19
C -2.27530 1.59428 6.24401 -0.15
C -2.66239 0.39971 5.62688 -0.18
C -2.45116 0.19964 4.27114 -0.23
H -4.16146 0.23703 0.40520 0.25
H -4.68652 0.57831 2.06254 0.28
H -3.60334 -0.81346 1.71300 0.27
H -3.40366 3.14442 0.57851 0.25
H -3.08157 3.40389 2.31929 0.28
H -1.71641 3.46814 1.16463 0.23
H -0.90128 3.14995 3.55906 0.20
H -1.23293 3.45764 5.96086 0.24
H -2.42930 1.76061 7.29908 0.25
H -3.13473 -0.36800 6.24018 0.24
H -2.70002 -0.75698 3.81923 0.22
```

Values from the calculation:
**ΔE to the lowest compared entry with this formula, charge and spin**: 0.0 kcal/mol
**Charge**: +2
**Largest force on an atom**: 1.95 eV Å⁻¹
**Spin multiplicity**: 5
**Gap between HOMO and LUMO (alpha / beta)**: 0.300 / 0.169 hartree
**HOMO (alpha / beta)**: -13.892 / -14.758 eV



(2)
Entry from the OMol25 dataset: an isolated ion of composition C22H30FN2O2 and charge +1 (the ωB97M-V functional and the def2-TZVPD basis).

```
57
Properties=species:S:1:pos:R:3:nbo_charge:R:1
C -5.49156 -0.21742 1.17434 -0.63
C -4.03450 0.15435 1.44532 -0.21
N -3.14119 0.14933 0.29201 -0.48
C -3.46536 1.08994 -0.78088 -0.22
C -2.60698 0.61594 -1.94755 -0.42
H -2.98949 0.96817 -2.90168 0.24
C -2.69967 -0.90643 -1.81428 -0.42
H -1.84273 -1.41977 -2.24505 0.21
C -2.83548 -1.15937 -0.30213 -0.05
H -3.60681 -1.90756 -0.10023 0.22
C -1.51108 -1.63122 0.34713 -0.23
N -0.69108 -0.42163 0.48224 -0.59
H -0.18549 -0.16819 -0.39894 0.47
C 0.34881 -0.40942 1.52327 -0.23
C 1.24388 0.79887 1.38316 -0.10
C 1.69923 1.44671 2.52500 -0.22
C 2.56149 2.52041 2.42091 -0.18
C 2.97338 2.97616 1.18212 -0.27
C 2.52291 2.35617 0.02133 0.27
C 1.65478 1.25266 0.13056 0.28
O 1.15784 0.65655 -1.02706 -0.56
C 2.11099 -0.09014 -1.80459 -0.08
C 2.42313 -1.38869 -1.11205 -0.10
C 1.66532 -2.52471 -1.37728 -0.21
C 1.87990 -3.69771 -0.67648 -0.27
C 2.85963 -3.71617 0.30223 0.40
C 3.63149 -2.60159 0.58408 -0.26
C 3.40741 -1.43872 -0.13038 -0.19
H 4.00507 -0.56374 0.07610 0.23
H 4.39442 -2.65662 1.34347 0.24
F 3.05633 -4.84210 1.00235 -0.31
H 1.31197 -4.59116 -0.88157 0.24
H 0.91545 -2.49745 -2.15510 0.22
H 3.00943 0.50849 -1.96183 0.21
H 1.61603 -0.25476 -2.76345 0.21
O 2.85518 2.72309 -1.23640 -0.49
C 3.67936 3.85559 -1.42483 -0.26
H 4.66998 3.70569 -0.98715 0.18
H 3.77415 3.96812 -2.50304 0.21
H 3.22124 4.75441 -1.00496 0.19
H 3.64096 3.81940 1.12362 0.23
H 2.91590 3.01368 3.31155 0.23
H 1.38324 1.09874 3.49533 0.22
H -0.11533 -0.41976 2.51175 0.23
H 0.95141 -1.31929 1.41803 0.24
H -1.01210 -2.39455 -0.24840 0.23
H -1.70601 -2.03600 1.34263 0.22
H -3.59218 -1.26364 -2.32616 0.23
H -1.57927 0.96695 -1.84465 0.20
H -3.23408 2.10684 -0.45869 0.21
H -4.52393 1.04498 -1.05784 0.19
H -1.48550 0.29447 0.62165 0.46
H -3.61799 -0.54007 2.18105 0.19
H -3.99468 1.16016 1.87276 0.21
H -6.02717 -0.26044 2.11785 0.23
H -5.57184 -1.19012 0.69492 0.21
H -5.97880 0.52258 0.54590 0.21
```

Values from the calculation:
**ΔE to the lowest compared entry with this formula, charge and spin**: 4.0 kcal/mol
**Charge**: +1
**SMILES string**: CCN1CCC[C@H]1C[NH2+]Cc1cccc(OC)c1OCc1ccc(F)cc1
**Largest force on an atom**: 0.58 eV Å⁻¹
**Spin multiplicity**: 1
**Gap between HOMO and LUMO**: 0.353 hartree
**HOMO**: -11.495 eV



(3)
Entry from the OMol25 dataset: C22H30LiN3O11P3S3 as an isolated structure at a distorted geometry (the ωB97M-V functional and the def2-TZVPD basis).

```
73
Properties=species:S:1:pos:R:3:mulliken_charge:R:1
Li 0.03981 1.02003 -0.14541 0.94
C 3.26151 2.92755 1.06856 -1.94
C 2.87962 2.69387 -0.39792 1.09
O 3.78812 3.34986 -1.27726 -0.63
P 2.87944 0.90585 -0.74999 0.68
O 3.01061 0.74269 -2.31220 -0.55
O 4.28263 0.28082 -0.30664 -0.56
O 1.72276 0.22840 -0.10079 -0.59
P 1.17193 3.35531 -0.70378 0.92
O 0.88678 2.49680 -2.10065 -0.61
O 1.31804 4.79462 -1.03327 -0.80
O 0.25985 2.80252 0.34215 -0.67
H 4.32214 2.70971 1.20258 0.43
H 2.66234 2.31242 1.74202 0.38
H 3.08317 3.97163 1.32932 0.40
H 3.36850 4.20198 -1.48250 0.43
H 2.35444 1.32549 -2.73328 0.39
H 4.25657 -0.00821 0.61121 0.36
H 0.16510 2.87709 -2.61523 0.32
S -4.82516 0.72575 0.79880 -0.54
P -3.85278 1.70837 -0.60618 0.59
S -2.16618 0.90974 -1.34550 -0.57
C -3.52704 3.42970 -0.04874 0.37
C -2.43177 4.14790 -0.51437 -0.21
C -2.19358 5.44748 -0.08750 -0.43
C -3.07307 6.05127 0.80022 -0.44
C -4.17820 5.34746 1.26569 -0.59
C -4.39864 4.04081 0.85129 -0.41
C -4.97026 2.01445 -2.04050 0.24
C -4.46956 2.27664 -3.31348 -0.29
C -5.32920 2.56749 -4.36522 -0.63
C -6.70236 2.59832 -4.15744 -0.36
C -7.20933 2.33352 -2.89208 -0.57
C -6.34753 2.04231 -1.84145 -0.35
H -1.75184 3.65209 -1.19468 0.07
H -1.30262 5.96709 -0.41721 0.42
H -2.88587 7.06108 1.14648 0.36
H -4.85960 5.81120 1.96996 0.36
H -5.23306 3.47031 1.24085 0.30
H -3.39878 2.23568 -3.47342 0.33
H -4.92585 2.76648 -5.35104 0.37
H -7.37317 2.82334 -4.97805 0.35
H -8.27953 2.34757 -2.72261 0.37
H -6.73284 1.81400 -0.85499 0.30
C -4.40236 -7.21388 2.18990 -1.24
C -4.03605 -6.70339 0.79930 -0.45
S -2.30048 -6.37825 0.72581 1.28
O -1.59881 -7.64064 0.73735 -0.68
O -1.99231 -5.36791 1.70735 -0.64
C -2.10155 -5.68310 -0.88879 -0.60
C -0.65326 -5.28039 -1.15686 -1.35
N -0.27785 -4.04594 -0.47349 0.36
C -0.79980 -2.81571 -0.75445 0.70
N -0.40227 -1.89847 0.10169 -0.18
C 0.39924 -2.54234 0.99120 -0.82
C 0.48874 -3.85476 0.66002 0.13
N 1.29914 -4.84720 1.28927 1.11
O 1.73522 -4.58007 2.39183 -0.62
O 1.41308 -5.93639 0.74527 -0.66
C -1.71371 -2.55866 -1.90551 -1.16
H -5.46010 -7.47272 2.21475 0.39
H -4.21232 -6.45068 2.94202 0.33
H -3.82391 -8.10149 2.44456 0.34
H -4.54136 -5.76583 0.56122 0.37
H -4.24166 -7.44107 0.02211 0.37
H -2.78054 -4.83570 -0.97436 0.36
H -2.40376 -6.46984 -1.58274 0.57
H -0.52895 -5.12138 -2.22584 0.42
H 0.02807 -6.06803 -0.85421 0.50
H 0.89199 -2.04168 1.80745 0.53
H -1.51018 -3.22627 -2.74364 0.33
H -1.59921 -1.52496 -2.22507 0.10
H -2.76149 -2.66138 -1.61252 0.22
```

Values from the calculation:
**ΔE to the lowest compared entry with this formula, charge and spin**: 20.8 kcal/mol
**Charge**: -1
**Largest force on an atom**: 1.21 eV Å⁻¹
**Spin multiplicity**: 1
**Gap between HOMO and LUMO**: 0.248 hartree
**HOMO**: -4.961 eV